[1]
17
Properties=species:S:1:pos:R:3:lowdin_charge:R:1 method="wB97M-V/def2-TZVPD" energy_ev=-22669.5406 fmax_ha_per_bohr=0.08995 lumo_ev="-1.15 / -0.44" homo_energy_ev="-7.74 / -8.38" gap_ha="0.24212 / 0.29175"
C 0.273 0.793 -0.337 -0.40
C -0.480 1.654 -1.112 -0.08
C 1.198 -0.204 -1.043 -0.15
C 1.492 -0.152 1.217 -0.28
N 0.592 0.957 0.918 0.09
N 2.158 -0.558 0.020 -0.04
O -1.782 -1.943 -0.531 -0.41
O -0.998 2.389 -1.848 0.20
O -2.236 -0.442 1.442 -0.27
P -2.293 -0.623 -0.198 0.64
H 0.652 -1.051 -1.254 0.07
H 1.621 0.011 -2.075 0.15
H 2.118 0.126 2.135 0.14
H 0.796 -0.925 1.472 0.10
H -2.455 0.396 1.870 0.06
H 3.055 0.119 -0.069 0.17
H -3.711 -0.547 -0.607 0.00


[2]
17
Properties=species:S:1:pos:R:3:lowdin_charge:R:1 method="wB97M-V/def2-TZVPD" energy_ev=-22671.4025 fmax_ha_per_bohr=0.07871 lumo_ev=0.34 homo_energy_ev=-9.23 gap_ha=0.35169
C 1.884 -0.203 -0.204 -0.59
C -1.948 -0.422 0.271 -0.05
C 2.670 -1.140 -1.181 0.05
C -0.259 1.508 1.672 -0.14
N -3.814 -1.443 -0.784 0.07
N -2.967 -0.731 -0.242 -0.18
O -0.846 1.667 -0.973 -0.27
O 2.356 0.647 0.473 0.11
O 0.601 -0.424 -0.251 -0.10
P -0.618 0.724 0.093 0.59
H 1.938 -1.920 -1.398 0.09
H 2.688 -0.499 -2.003 0.07
H 3.651 -1.429 -1.015 0.06
H 0.680 1.051 2.101 0.07
H -0.186 2.575 1.533 0.06
H -1.005 1.235 2.437 0.06
H -4.826 -1.197 -0.528 0.10


For each record above, in turn, the calculated relative energy (zero: lowest compared OMol25 entry of this formula, charge and spin) values are 352.04; 172.40 kJ/mol.